1.
Molecular formula: C3H9N3O2S2
Method: DFT, wB97M-V/def2-TZVPD

## Properties
**Kohn-Sham gap**: 7.1 eV
**HOMO level**: -8.61 eV
**DFT total energy**: -33490.2926 eV
**Relative energy (zero: lowest compared OMol25 entry of this formula, charge and spin)**: 125.6 kJ/mol
**Maximum force**: 6.47 eV Å⁻¹

Geometry (Å):
C -2.750 0.828 1.430
C 3.104 -0.233 -1.942
C 2.767 0.003 -0.447
N -3.466 1.697 2.093
N -2.158 1.141 0.240
N -2.636 -0.412 2.029
O 0.098 -0.626 -0.423
O -2.188 -2.094 0.038
S 1.591 -1.282 0.152
S -2.384 -1.838 1.490
H 3.706 -1.092 -2.204
H 2.237 -0.023 -2.484
H 3.866 0.532 -2.211
H 2.473 0.993 -0.265
H 3.631 -0.352 0.207
H -3.824 1.523 2.941
H -2.160 2.071 -0.022
H -1.425 0.617 -0.125
H -0.483 -1.452 -0.497

=====

2.
Molecular formula: C3H9N3O3
Method: DFT, wB97M-V/def2-TZVPD

## Properties
**SMILES string**: CN(CCO)N(O)N=O
**Kohn-Sham gap**: 10.1 eV
**HOMO level**: -9.38 eV
**DFT total energy**: -13864.3867 eV
**Relative energy (zero: lowest compared OMol25 entry of this formula, charge and spin)**: 643.3 kJ/mol
**Maximum force**: 2.16 eV Å⁻¹

Geometry (Å):
C 0.649 2.349 -0.054
N 0.128 1.045 0.406
C -1.137 0.718 -0.199
C -1.789 -0.627 0.253
O -3.021 -0.819 -0.471
N 1.037 -0.014 0.366
O 0.974 -0.992 1.373
N 1.541 -0.322 -0.828
O 2.101 -1.411 -0.893
H 1.468 2.666 0.642
H -0.153 3.106 -0.126
H 1.133 2.185 -1.058
H -1.865 1.444 0.013
H -1.066 0.764 -1.309
H -1.973 -0.657 1.348
H -1.133 -1.465 -0.001
H -3.580 -0.131 -0.145
H 1.458 -1.724 0.963

=====

3.
Molecular formula: C3H9N3O3
Method: DFT, wB97M-V/def2-TZVPD

## Properties
**SMILES string**: NCC(=O)NC(N)=O.O
**Kohn-Sham gap**: 10.3 eV
**HOMO level**: -9.75 eV
**DFT total energy**: -13870.6861 eV
**Relative energy (zero: lowest compared OMol25 entry of this formula, charge and spin)**: 35.5 kJ/mol
**Maximum force**: 2.10 eV Å⁻¹

Geometry (Å):
N 0.344 -1.316 0.975
C -0.132 -0.035 1.451
C 0.051 1.034 0.378
O 0.868 1.922 0.520
N -0.835 1.185 -0.687
C -1.641 0.380 -1.512
N -1.834 -0.935 -1.285
O -2.076 0.903 -2.528
H 1.276 -1.303 0.596
H 0.150 -2.051 1.619
H -1.166 0.079 1.798
H 0.425 0.367 2.296
H -0.751 2.066 -1.167
H -1.400 -1.361 -0.479
H -2.395 -1.504 -1.876
O 3.034 -0.129 0.216
H 3.039 -0.093 -0.745
H 3.045 0.793 0.431

=====

4.
Molecular formula: C3H9N3O3P
Method: DFT, wB97M-V/def2-TZVPD

## Properties
**Kohn-Sham gap (alpha / beta)**: 6.6 / 6.2 eV
**HOMO level (alpha / beta)**: -2.74 / -5.29 eV
**Total charge**: -1
**DFT total energy**: -23157.0537 eV
**⟨S²⟩**: 2.006
**Maximum force**: 4.76 eV Å⁻¹
**2S+1**: 3

Geometry (Å):
C 1.561 -1.077 0.808
C 2.558 0.866 -0.136
C -2.448 -1.911 -0.666
N 2.468 -0.164 0.776
N -1.841 -1.185 0.099
N 1.535 1.909 0.138
O -3.411 0.762 -0.495
O -1.449 1.051 1.195
O -0.997 0.472 -1.376
P -2.020 0.401 -0.248
H 0.705 -1.089 -0.018
H 1.578 -1.810 1.601
H 3.599 1.326 -0.015
H 2.410 0.696 -1.156
H -2.200 -2.917 -0.562
H -3.265 -1.553 -1.330
H -0.617 0.717 1.098
H 0.872 1.816 -0.658
H 0.961 1.690 0.945

=====

5.
Molecular formula: C3H9N3O3P
Method: DFT, wB97M-V/def2-TZVPD

## Properties
**SMILES string**: ONC1=[NH+][C@H](P(O)O)CN1
**Kohn-Sham gap**: 9.5 eV
**HOMO level**: -13.17 eV
**Total charge**: +1
**DFT total energy**: -23151.0416 eV
**Relative energy (zero: lowest compared OMol25 entry of this formula, charge and spin)**: 0.0 kJ/mol
**Maximum force**: 1.48 eV Å⁻¹

Geometry (Å):
O -2.150 2.094 -1.182
N -2.177 0.718 -1.138
C -1.078 0.021 -1.003
N 0.177 0.527 -0.876
C 0.731 -0.310 0.245
P 2.523 -0.063 0.759
O 2.446 1.521 1.174
O 2.400 -0.783 2.205
C 0.294 -1.664 -0.308
N -1.020 -1.332 -0.942
H -1.997 2.396 -0.278
H -3.078 0.279 -1.255
H 0.260 1.530 -0.810
H 0.105 -0.088 1.127
H 1.683 2.001 0.855
H 1.526 -0.666 2.591
H 0.995 -1.969 -1.078
H 0.188 -2.468 0.405
H -1.826 -1.743 -0.490

=====

6.
Molecular formula: C3H9N3OS
Method: DFT, wB97M-V/def2-TZVPD

## Properties
**Kohn-Sham gap**: 7.9 eV
**HOMO level**: -7.24 eV
**DFT total energy**: -20606.0233 eV
**Relative energy (zero: lowest compared OMol25 entry of this formula, charge and spin)**: 395.5 kJ/mol
**Maximum force**: 5.41 eV Å⁻¹

Geometry (Å):
C -1.762 -1.217 -2.062
C 1.049 2.980 2.272
C -0.264 -2.080 -0.477
N 1.139 0.506 1.097
N 1.618 1.071 0.236
N 0.500 -2.025 0.523
O -0.749 -1.012 -1.035
S 0.428 1.302 2.610
H -2.548 -1.751 -1.717
H -1.269 -1.565 -2.994
H -2.000 -0.216 -2.197
H 1.515 3.266 3.188
H 0.336 3.601 1.900
H 1.944 2.656 1.586
H -0.608 -3.031 -1.084
H 0.857 -0.515 1.104
H 0.814 -2.974 0.775